Entry 1:
Computed, not measured: a cluster of 2 separate species, C5H9OP in total in a non-equilibrium geometry, with ωB97M-V/def2-TZVPD.

Cartesian coordinates (Å):
C 0.88 2.58 -0.03
C 0.84 1.28 0.16
C -1.63 -1.79 0.03
C -0.21 0.30 0.55
C -0.71 -0.64 -0.59
O 3.08 -1.30 0.24
P 3.00 -0.16 -0.67
H 1.74 3.04 -0.26
H 0.03 3.14 0.09
H -1.85 -1.51 1.11
H -2.56 -1.84 -0.61
H -0.97 -2.67 -0.03
H 0.32 -0.14 1.42
H -0.91 0.98 1.05
H -1.22 -0.10 -1.25
H 0.17 -1.16 -1.22

Computed properties:
- Kohn-Sham gap (spin up / spin down) (eV) = 6.658 / 6.661
- LUMO (spin up / spin down) (eV) = -1.0 / -1.0
- spin multiplicity = 1
- energy relative to the best compared isomer or geometry (same formula, charge and spin) (eV) = 3.931

Results of the natural (NBO) charge analysis, in e, for atoms 1 through 4: -0.513 -0.040 -0.618 -0.535


Entry 2:
Computed, not measured: a cluster of 16 separate species, C3H38N2O16 in total in a non-equilibrium geometry, with ωB97M-V/def2-TZVPD.

Cartesian coordinates (Å):
C 3.09 -1.16 1.04
N 2.87 0.25 0.39
C 1.65 0.84 0.28
N 0.50 0.05 0.20
O 1.71 2.11 0.20
C 3.02 -2.34 0.01
H 2.13 -1.47 1.71
H 4.03 -1.23 1.59
H 3.67 0.82 0.37
H -0.21 0.53 -0.25
H 0.59 -0.90 0.04
H 2.13 -2.91 -0.24
H 3.55 -3.25 0.17
H 3.42 -1.86 -0.94
H -0.69 -2.78 -2.34
H -0.41 -2.30 -3.91
O -0.75 -3.04 -3.31
H 1.21 -0.55 2.93
H 0.46 -0.46 4.25
O 0.68 -1.03 3.59
H -3.79 1.57 1.77
H -2.91 2.27 0.83
O -2.99 2.08 1.67
H -0.99 -0.12 2.39
H -2.29 0.64 1.80
O -1.99 -0.28 2.09
H 2.39 3.60 -1.29
H 0.92 4.23 -1.27
O 1.70 4.09 -1.82
H -0.62 1.77 -2.82
H -1.59 0.63 -2.75
O -1.22 1.27 -2.18
H -3.39 -3.19 1.45
H -2.58 -1.92 1.26
O -2.45 -2.82 1.30
H 0.30 -2.72 2.90
H -0.94 -3.05 1.99
O -0.01 -3.36 2.27
H -2.67 3.96 -0.45
H -1.96 2.77 -0.97
O -2.86 3.10 -0.73
H 1.30 2.43 -2.45
H 2.35 1.95 -3.61
O 1.51 1.69 -3.02
H -1.08 2.02 3.41
H 0.05 1.86 2.29
O -0.29 1.69 3.13
H 1.42 -0.10 -3.07
H 2.12 -0.95 -1.99
O 1.68 -0.98 -2.88
H -1.25 -2.77 -0.27
H -0.21 -3.76 0.29
O -0.29 -3.10 -0.35
H 0.49 3.19 0.06
H -0.31 4.31 0.74
O -0.25 3.83 -0.05
H -2.38 -2.81 -2.31
H -2.79 -3.93 -1.35
O -2.88 -2.94 -1.42

Computed properties:
- Kohn-Sham gap (eV) = 10.041
- LUMO (eV) = 0.1
- spin multiplicity = 1
- energy relative to the best compared isomer or geometry (same formula, charge and spin) (eV) = 4.374

Results of the natural (NBO) charge analysis, in e, for atoms 1 through 4: -0.243 -0.631 0.797 -0.830


Entry 3:
Computed, not measured: a structure of composition C7H21BeO10P in a non-equilibrium geometry, with ωB97M-V/def2-TZVPD.

Cartesian coordinates (Å):
Be 25.67 8.76 22.23
C 20.81 8.92 20.62
C 22.28 9.34 20.38
O 23.10 8.99 21.46
H 20.64 8.08 21.30
H 20.26 8.74 19.70
H 20.48 9.79 21.18
H 22.40 10.36 20.02
H 22.61 8.74 19.54
O 21.82 7.58 26.44
C 22.97 6.78 26.26
C 23.56 6.43 24.77
O 24.30 7.52 24.11
H 22.77 5.83 26.75
H 23.78 7.28 26.80
H 22.67 6.10 24.22
H 24.17 5.54 24.87
P 25.27 11.55 23.18
O 25.95 11.15 21.82
O 25.34 10.28 24.09
O 23.78 11.95 23.08
O 26.05 12.70 23.92
C 25.75 6.51 19.42
O 26.65 7.39 20.14
H 25.96 5.44 19.40
H 24.69 6.53 19.69
H 25.84 6.89 18.40
H 27.38 7.40 19.52
C 27.23 5.20 22.86
O 26.16 5.99 22.41
H 27.02 4.13 22.84
H 28.08 5.48 22.23
H 27.31 5.50 23.91
H 25.36 5.69 22.84
C 29.12 8.94 21.43
O 28.20 9.55 22.25
H 28.81 8.67 20.42
H 30.12 9.37 21.53
H 29.46 7.93 21.67
H 28.26 10.50 22.15

Computed properties:
- Kohn-Sham gap (spin up / spin down) (eV) = 2.009 / 2.018
- LUMO (spin up / spin down) (eV) = 6.0 / 6.0
- total charge = -3
- spin multiplicity = 2
- ⟨S²⟩ = 0.7914

Results of the natural (NBO) charge analysis, in e, for atoms 1 through 4: 1.409 -0.658 -0.041 -0.870


Entry 4:
Computed, not measured: an isolated molecule of C4H11N3 in a non-equilibrium geometry, with ωB97M-V/def2-TZVPD.

Cartesian coordinates (Å):
N 1.03 -1.13 -1.60
C 0.39 0.16 -1.55
C -0.63 0.41 -0.65
N -1.93 -0.23 -0.82
C -0.45 1.09 0.74
C 0.91 0.58 1.35
N 0.52 -0.55 2.19
H 2.02 -1.20 -1.50
H 0.61 -1.71 -0.89
H 1.02 0.94 -2.00
H -2.72 0.35 -1.09
H -2.03 -1.13 -1.28
H -1.32 0.95 1.36
H -0.45 2.16 0.49
H 1.25 1.45 1.93
H 1.58 0.26 0.55
H 1.24 -0.84 2.84
H 0.06 -1.33 1.75

Computed properties:
- SMILES = N/C=C(\N)CCN
- Kohn-Sham gap (eV) = 6.840
- LUMO (eV) = 0.5
- spin multiplicity = 1
- energy relative to the best compared isomer or geometry (same formula, charge and spin) (eV) = 4.890

Results of the natural (NBO) charge analysis, in e, for atoms 1 through 4: -0.844 -0.048 0.093 -0.905


Result set for electronic energy: -16662.9582, -39467.3651, -37750.8082, -8792.7295 eV, one per record in the order listed.